DFT (ωB97M-V with the def2-TZVPD basis set) results for C42H55Cl3N3PSSiSn as an isolated structure.

Output
- Spin multiplicity: 1
- Net charge: +2
- Calculated total energy: -4421.38489 hartree

Positions of all 107 atoms, in Å:
Sn -0.4166 0.1406 -1.2476
C -0.3591 2.0940 -4.7868
C 0.8627 1.2313 -4.7544
C 1.9331 1.5136 -5.6345
C 3.0103 0.6805 -5.6802
C 3.0209 -0.4813 -4.8773
C 4.0815 -1.4137 -4.8960
C 4.0428 -2.5253 -4.0996
C 2.9167 -2.7725 -3.2956
C 1.8741 -1.8833 -3.2754
S 0.3617 -2.3414 -2.4399
C 1.9111 -0.6840 -4.0227
N 0.8786 0.1937 -3.9418
H -0.9794 1.7834 -5.6316
H -0.1089 3.1422 -4.9391
H -0.9516 1.9785 -3.8792
H 1.8864 2.4021 -6.2498
H 3.8531 0.8921 -6.3267
H 4.9174 -1.2341 -5.5603
H 4.8549 -3.2388 -4.1053
H 2.8560 -3.6783 -2.7063
C -1.8222 -1.6485 5.9944
C -1.7647 -0.1835 5.5351
C -3.1405 0.4804 5.7244
C -0.7332 0.5609 6.3851
C -1.4234 -0.1277 4.0585
C -0.3663 0.6096 3.5393
C -0.1606 0.6348 2.1756
N -0.9137 -0.0066 1.2841
C -1.9471 -0.7235 1.7646
C -2.2064 -0.8029 3.1222
C -2.7853 -1.4164 0.7636
C -3.9283 -2.1156 1.1301
C -4.7077 -2.7769 0.1870
C -4.2463 -2.7204 -1.1277
C -3.1156 -1.9948 -1.4219
N -2.3891 -1.3348 -0.5138
C -6.0030 -3.4855 0.5329
C -6.3140 -3.4356 2.0296
C -7.1363 -2.7798 -0.2332
C -5.9102 -4.9545 0.0917
H -2.0616 -1.6831 7.0569
H -0.8577 -2.1370 5.8465
H -2.5833 -2.2180 5.4607
H -3.3680 0.5513 6.7880
H -3.9341 -0.0945 5.2456
H -3.1451 1.4896 5.3096
H -0.9943 0.4594 7.4376
H -0.7166 1.6267 6.1519
H 0.2664 0.1435 6.2504
H 0.3036 1.1687 4.1754
H 0.6564 1.1982 1.7742
H -3.0324 -1.3936 3.4849
H -4.2293 -2.1410 2.1633
H -4.7748 -3.2232 -1.9255
H -2.7768 -1.9249 -2.4435
H -6.4365 -2.4092 2.3808
H -5.5384 -3.9297 2.6183
H -7.2504 -3.9590 2.2178
H -7.2137 -1.7340 0.0683
H -8.0860 -3.2691 -0.0176
H -6.9772 -2.8171 -1.3109
H -5.1137 -5.4703 0.6301
H -5.7212 -5.0460 -0.9779
H -6.8515 -5.4589 0.3081
Cl 0.2998 -2.7267 -5.8560
Si -0.9015 -2.5705 -4.2675
Cl -2.0590 -4.1668 -3.9682
Cl -2.0226 -0.8844 -4.4083
C 4.6091 0.8039 -1.6522
C 4.1797 2.2034 -1.1917
C 5.1564 2.6415 -0.0998
C 4.2701 3.1739 -2.3727
P 2.3417 2.0517 -0.6563
C 2.6641 0.9820 0.8030
C 2.4980 -0.3826 0.5426
C 2.8151 -1.3432 1.4899
C 3.3019 -0.9475 2.7269
C 3.4574 0.4033 3.0066
C 3.1462 1.3630 2.0539
C 1.6976 3.7782 -0.1805
C 0.3954 3.5951 0.6086
C 1.3197 4.4248 -1.5228
C 2.6133 4.7162 0.6018
H 5.5532 0.8830 -2.1957
H 3.8721 0.3479 -2.3084
H 4.7695 0.1371 -0.8067
H 6.1476 2.7192 -0.5537
H 5.2263 1.9063 0.6976
H 4.9141 3.6096 0.3326
H 5.2522 3.0821 -2.8416
H 4.1615 4.2074 -2.0459
H 3.5123 2.9573 -3.1253
H 2.1471 -0.6988 -0.4411
H 2.6942 -2.3942 1.2601
H 3.5639 -1.6917 3.4668
H 3.8384 0.7078 3.9730
H 3.2719 2.4096 2.2960
H -0.2398 2.8147 0.1754
H -0.1741 4.5261 0.5901
H 0.5873 3.3537 1.6540
H 0.6903 3.7470 -2.1018
H 2.1926 4.6855 -2.1160
H 0.7571 5.3426 -1.3418
H 2.9529 4.2800 1.5403
H 2.0511 5.6204 0.8489
H 3.4805 5.0256 0.0209

Results of the Löwdin charge analysis, in e, for atoms 1 through 4: 1.2663 -0.0438 -0.3249 0.0082


DFT (ωB97M-V with the def2-TZVPD basis set) results for C42H55IrN11O2PS2 as an isolated structure.

Output
- Spin multiplicity: 5
- Net charge: +2
- Expectation value of S²: 6.04
- Calculated total energy: -3627.48449 hartree

Positions of all 114 atoms, in Å:
Ir 11.9056 15.1034 10.8523
S 15.8989 14.4194 8.8203
C 14.6790 13.3206 8.5041
N 14.8316 11.9943 8.2376
C 13.5986 11.2091 7.9804
C 12.6336 12.0666 7.0874
N 12.2827 13.3745 7.6582
C 10.9963 14.0105 7.2498
C 9.7529 13.2459 7.6503
C 9.2311 12.1796 6.9316
C 8.0559 11.5083 7.3627
C 7.4718 11.7431 8.6034
C 8.0325 12.8543 9.3000
C 9.1577 13.5239 8.8803
C 13.3197 13.9552 8.3635
S 13.1193 15.4656 9.0991
C 15.9037 11.2148 8.9268
C 16.1603 9.8106 8.3131
C 15.6244 8.6617 8.8432
C 15.7554 7.3854 8.2177
C 16.2065 7.3492 6.9372
C 16.8613 8.5138 6.3995
C 16.7600 9.7063 7.1010
H 13.1026 10.9534 8.9179
H 13.8610 10.2427 7.5003
H 11.7205 11.5331 6.8451
H 13.1348 12.3395 6.1268
H 10.9818 14.0815 6.1476
H 11.0335 15.0619 7.6679
H 9.6026 11.8203 5.9458
H 7.7001 10.8213 6.6527
H 6.5828 11.2948 9.0079
H 7.5288 13.1480 10.1710
H 9.5544 14.3296 9.4559
H 15.6756 11.1545 9.9968
H 16.8081 11.8664 8.7610
H 15.1220 8.6366 9.8042
H 15.5394 6.4429 8.7380
H 16.2001 6.3588 6.5056
H 17.4902 8.4361 5.4932
H 17.1433 10.5880 6.6431
O 11.0377 13.8981 11.9991
N 11.8563 12.9760 11.4056
C 12.8080 12.4797 12.2806
C 13.1024 13.1269 13.5025
N 13.2202 13.6323 14.5526
C 13.4780 11.2921 11.9116
N 13.8918 10.3006 11.5076
O 13.3488 17.0393 15.9533
P 14.2995 16.6815 17.0485
N 15.8364 16.0912 16.7306
C 16.7027 16.6574 15.6790
C 17.9206 15.7296 15.5087
C 17.3943 14.3631 15.9223
C 16.2379 14.6465 16.8632
N 14.5272 18.0919 17.9061
C 15.6200 18.5221 18.7005
C 15.2697 19.9167 19.1791
C 13.7313 20.0188 19.0180
C 13.2013 18.9121 18.1210
N 13.5944 15.5296 18.0017
C 12.3698 14.7607 17.5581
C 11.8514 14.0434 18.8220
C 13.1472 13.8543 19.6410
C 13.8320 15.1898 19.4168
H 16.9934 17.6879 16.0527
H 16.1330 16.6837 14.7304
H 18.6201 16.1714 16.2204
H 18.4297 15.8102 14.5351
H 18.2023 13.7000 16.2726
H 16.8992 13.7813 15.1107
H 16.6017 14.4142 17.8547
H 15.4537 13.9670 16.6207
H 16.5534 18.3633 18.1385
H 15.6506 17.8431 19.5793
H 15.6630 20.6564 18.5511
H 15.6466 20.1473 20.1933
H 13.4716 20.9851 18.6190
H 13.2239 20.0761 19.9496
H 12.8043 19.1578 17.1206
H 12.4846 18.2222 18.5221
H 12.6627 14.0703 16.7265
H 11.6214 15.4196 17.1000
H 11.3883 13.0626 18.5244
H 11.0950 14.6170 19.3618
H 13.6232 12.8804 19.3559
H 12.8282 13.7805 20.6977
H 14.8952 15.2954 19.7210
H 13.2400 15.8536 20.0014
N 8.9349 22.5340 16.1620
C 8.6251 21.2924 16.9993
C 7.3726 20.6343 16.4431
N 6.6181 21.5823 15.6579
H 9.5104 22.0684 15.3731
H 9.5127 23.1666 16.6876
H 8.1037 22.9543 15.8136
H 8.4994 21.5566 18.0804
H 9.4626 20.6216 17.0739
H 6.9108 20.2215 17.3667
H 7.6434 19.6910 15.8249
H 5.8775 21.9559 16.1987
H 6.2561 21.1915 14.7621
N 9.7730 21.0458 14.1552
C 10.3781 20.3511 13.4431
C 11.0998 19.4122 12.6755
C 11.8613 18.4294 13.3599
C 12.1144 17.2084 12.8588
C 11.7264 16.9086 11.5211
C 11.1427 17.9503 10.7769
C 10.8884 19.2033 11.3183
H 12.1127 18.5910 14.3838
H 12.5867 16.5544 13.5977
H 11.0263 17.9091 9.6954
H 10.5442 20.0186 10.7232

Results of the Löwdin charge analysis, in e, for atoms 1 through 4: 1.1062 0.7343 -0.7333 -0.0875


DFT (ωB97M-V with the def2-TZVPD basis set) results for a 8-piece molecular cluster, C42H56Br2N4O23 overall.

Output
- Spin multiplicity: 1
- SMILES string: CCCCc1c(CCCCCN)cc(/C(Br)=C(/C)Br)c2nc(CON=O)cnc12.O=C1OCCO1.O=C1OCCO1.O=C1OCCO1.O=C1OCCO1.O=C1OCCO1.O=C1OCCO1.O=C1OCCO1
- Calculated total energy: -8731.53937 hartree

Positions of all 127 atoms, in Å:
C -5.7547 -0.9834 -0.2528
C -4.5439 -1.8907 0.1620
C -3.8296 -2.3242 -1.1613
C -2.3077 -2.6070 -0.9389
C -1.3943 -1.4880 -1.4143
C -1.3520 -1.1432 -2.7347
C -2.1467 -1.8114 -3.8432
C -1.4371 -3.1093 -4.3703
C -0.0253 -2.7291 -4.8784
C 0.5783 -3.8342 -5.7881
C -0.0294 -3.7332 -7.2038
N 0.3301 -2.4914 -7.9420
C -0.4801 -0.0758 -3.1329
C 0.2890 0.5626 -2.2323
C 1.1716 1.6854 -2.6936
Br 2.9916 1.3668 -3.1924
C 0.6745 2.9174 -2.7764
C 1.4283 4.1479 -3.2344
Br -1.1729 3.2254 -2.2936
C 0.2983 0.2106 -0.8541
N 1.1434 0.8901 -0.0309
C 1.0505 0.4520 1.2004
C 1.9786 1.1048 2.2335
O 3.3583 1.0191 1.8091
N 3.6901 -0.2944 1.4937
O 4.5374 -0.3018 0.6837
C 0.1682 -0.5597 1.6550
N -0.6438 -1.2004 0.8502
C -0.5638 -0.8189 -0.4554
H -5.5167 0.0776 -0.1290
H -6.0073 -1.1445 -1.3118
H -6.6707 -1.1827 0.3187
H -3.8383 -1.2554 0.7088
H -4.8525 -2.7427 0.7647
H -4.0285 -1.5398 -1.8933
H -4.2812 -3.2834 -1.4560
H -2.0607 -3.5026 -1.5295
H -2.1842 -2.8553 0.1175
H -2.1772 -1.1126 -4.6912
H -3.1769 -2.0505 -3.5749
H -2.0580 -3.4393 -5.2151
H -1.3991 -3.8764 -3.5882
H 0.5994 -2.5127 -4.0008
H -0.0904 -1.7909 -5.4527
H 1.6647 -3.7297 -5.7653
H 0.2517 -4.7999 -5.3748
H -1.1206 -3.7492 -7.0923
H 0.3094 -4.5894 -7.8004
H -0.4537 -1.8557 -7.8157
H 1.0966 -2.0343 -7.4525
H -0.4220 0.2398 -4.1728
H 0.6977 4.8642 -3.6281
H 2.0388 4.5929 -2.4422
H 2.0708 3.8694 -4.0780
H 1.7484 2.1754 2.1899
H 1.8292 0.6905 3.2361
H 0.1606 -0.8310 2.7111
C 4.6919 1.2129 5.1029
C 5.5156 0.5929 6.2003
O 4.5671 0.4549 7.2636
C 3.3291 0.4123 6.7087
O 2.3356 0.1393 7.2980
O 3.3768 0.7259 5.3857
H 5.0137 0.9058 4.1098
H 4.6819 2.3036 5.1513
H 5.8920 -0.3976 5.9331
H 6.3482 1.2186 6.5015
C -4.6617 1.2204 4.2164
C -4.9627 1.5405 2.7759
O -4.9165 0.2564 2.1467
C -5.1678 -0.6742 3.1068
O -5.3732 -1.8254 2.8925
O -5.1581 -0.1144 4.3442
H -5.1629 1.8915 4.9097
H -3.5910 1.2232 4.4321
H -5.9585 1.9646 2.6399
H -4.2295 2.2125 2.3349
C 8.0066 4.6869 3.4740
C 8.2004 3.2009 3.2961
O 7.9892 2.7021 4.6212
C 7.2267 3.6068 5.2834
O 6.7328 3.4131 6.3499
O 7.0971 4.7504 4.5762
H 7.5837 5.1655 2.5941
H 8.9293 5.2012 3.7488
H 7.4580 2.7578 2.6293
H 9.1945 2.9440 2.9384
C 4.1466 -4.4975 -3.5165
C 4.9262 -5.7662 -3.2701
O 3.9816 -6.7821 -3.6054
C 3.0730 -6.2390 -4.4572
O 2.2547 -6.8584 -5.0513
O 3.2276 -4.8893 -4.5385
H 4.7743 -3.6759 -3.8547
H 3.5819 -4.1745 -2.6393
H 5.7935 -5.8594 -3.9274
H 5.2529 -5.8665 -2.2375
C 4.8311 3.8714 9.0973
C 4.7696 3.6173 10.5829
O 4.6582 4.9374 11.1190
C 4.1332 5.7340 10.1504
O 3.7605 6.8475 10.3259
O 4.0915 5.0871 8.9579
H 4.3771 3.0717 8.5161
H 5.8487 4.0344 8.7400
H 3.8885 3.0414 10.8740
H 5.6584 3.1178 10.9619
C -3.1738 -2.5187 -10.8327
C -3.0105 -4.0107 -10.9764
O -3.2644 -4.4861 -9.6527
C -4.0255 -3.5504 -9.0238
O -4.5476 -3.7078 -7.9695
O -4.1088 -2.4117 -9.7597
H -3.5620 -2.0479 -11.7333
H -2.2450 -2.0220 -10.5439
H -3.7452 -4.4497 -11.6550
H -2.0126 -4.2942 -11.3035
C -9.5523 4.8778 3.6038
C -9.3761 3.3943 3.8144
O -7.9588 3.2324 3.7191
C -7.3870 4.4310 4.0187
O -6.2233 4.5982 4.1909
O -8.3204 5.4098 4.0944
H -10.3968 5.2846 4.1551
H -9.6556 5.1428 2.5497
H -9.7020 3.0692 4.8043
H -9.8858 2.7980 3.0612

Results of the Löwdin charge analysis, in e, for atoms 1 through 4: -0.1038 -0.2305 -0.1914 -0.1207


DFT (ωB97M-V with the def2-TZVPD basis set) results for C42H56N4O11PYb as an isolated structure.

Output
- Spin multiplicity: 2
- Net charge: -2
- Expectation value of S²: 0.75
- Calculated total energy: -4180.74604 hartree

Positions of all 115 atoms, in Å:
Yb -1.1283 1.4435 -2.7083
O 0.6093 2.2465 -4.6903
C 0.4506 3.2306 -3.9213
O -0.7236 3.5540 -3.5231
C 1.5828 4.0568 -3.3619
C 1.0376 5.2493 -2.5857
C 2.2294 6.2983 -2.3955
C 3.1119 5.5685 -1.3110
C 2.3338 4.2833 -1.0792
O 0.9191 4.7023 -1.2445
C 2.5184 3.2882 -2.3121
C 2.1352 1.7311 -1.9560
O 3.0543 1.0057 -1.5345
O 0.8798 1.3944 -2.0710
H 2.2366 4.3464 -4.2270
H 0.1298 5.7221 -2.8853
H 2.7654 6.6782 -3.3330
H 1.7650 7.1823 -1.9531
H 4.1212 5.2911 -1.6221
H 3.1724 6.1529 -0.4168
H 2.5308 3.7709 -0.1393
H 3.5759 3.3363 -2.6068
C 1.4766 -1.2902 -4.2815
C 0.4782 -2.0589 -3.3427
C 0.7729 -3.5887 -3.2208
O 0.5979 -1.5358 -2.0011
C -0.9260 -1.7645 -3.8947
O -1.4443 -2.6402 -4.6652
O -1.4010 -0.6443 -3.5138
H 2.4463 -1.2932 -3.8434
H 1.1686 -0.1861 -4.3982
H 1.4205 -1.8533 -5.2357
H 1.5006 -3.8219 -2.4368
H 1.1380 -3.8959 -4.1489
H -0.1884 -4.0786 -2.9105
H 0.9278 -0.5686 -2.1517
O -1.4433 1.3463 -0.2348
O -2.8130 0.8919 -0.0510
N -2.7855 4.2270 -0.7878
C -3.2004 3.0189 -1.1933
O -3.1372 2.6798 -2.3856
C -3.6910 1.9914 -0.0353
C -5.0454 1.3053 -0.2444
N -6.0380 0.6965 -0.1357
C -3.7547 2.4654 1.3411
N -3.7183 2.6566 2.4802
H -2.0458 4.6634 -1.3429
H -2.7911 4.5442 0.1818
C -4.2373 -3.2341 -3.1636
C -5.3087 -2.4727 -2.7081
C -6.3346 -2.9102 -1.9026
C -7.4717 -2.1427 -1.7044
C -7.4894 -0.7874 -2.1530
C -6.3807 -0.2508 -2.8509
C -5.3477 -1.0975 -3.1161
C -8.4931 0.1432 -1.6826
N -9.4023 0.8169 -1.4264
H -3.4965 -2.6228 -3.6513
H -4.1667 -4.2946 -2.9675
H -6.2938 -3.9199 -1.5013
H -8.3327 -2.4497 -1.1247
H -6.3858 0.7829 -3.1849
H -4.4406 -0.7273 -3.6432
C 5.4296 -1.8701 1.1365
C 4.7454 -0.5675 0.8070
C 4.0290 0.1836 1.9349
C 3.1832 -0.7300 2.8566
C 3.9199 -1.9956 3.1967
C 4.5142 -2.7560 1.9524
P 1.4698 -0.7168 1.9858
C 0.3533 0.1568 3.2703
C 0.3309 1.7096 3.0148
C -0.3577 2.4722 4.1449
C 0.3521 2.3435 5.4994
C 1.1210 1.0364 5.6893
C 0.5720 -0.1373 4.8245
C 1.0254 -2.5609 2.0483
C 0.8186 -3.0210 0.5559
C 0.6326 -4.5339 0.4628
C 0.2018 -5.2617 1.7720
C -0.7122 -4.4316 2.6223
C -0.1460 -3.0398 2.9817
H 6.3912 -1.7087 1.6229
H 5.5960 -2.2610 0.1484
H 4.0102 -0.6944 0.0467
H 5.4103 0.0921 0.2557
H 3.4613 0.9912 1.4460
H 4.8272 0.6964 2.5207
H 2.9248 -0.1006 3.7243
H 3.3298 -2.6798 3.8539
H 4.7876 -1.7235 3.8281
H 3.7751 -3.2853 1.3350
H 5.0361 -3.5977 2.4115
H -0.6688 -0.1613 3.0652
H -0.2013 1.8338 2.0916
H 1.3659 2.0240 2.8819
H -1.4188 2.1483 4.2219
H -0.4621 3.5024 3.8492
H -0.4081 2.4776 6.2528
H 1.0807 3.2020 5.5778
H 1.0772 0.7175 6.7390
H 2.1781 1.1848 5.4746
H -0.4310 -0.3185 5.3256
H 1.2426 -1.0068 4.9661
H 1.9479 -3.0239 2.4646
H 1.6703 -2.6659 -0.0401
H 0.0422 -2.4512 0.1227
H 1.5716 -4.9027 0.0479
H -0.1866 -4.7552 -0.3008
H 1.0543 -5.6333 2.3569
H -0.2728 -6.2058 1.4373
H -0.9736 -4.9317 3.5568
H -1.6657 -4.3190 2.1190
H 0.1405 -3.0951 4.0308
H -0.9449 -2.2607 2.9211

Results of the Löwdin charge analysis, in e, for atoms 1 through 4: 1.8737 -0.0201 -0.6574 -0.1405


no.,maximum force (Eh/bohr)
1,0.01776
2,0.08020
3,0.03834
4,0.07578